A molecular structure, C11H17NS at a distorted geometry. Source: the OMol25 dataset; level of theory: ωB97M-V with the def2-TZVPD basis set.

## Properties
relative energy (zero: lowest compared OMol25 entry of this formula, charge and spin) = 5.605 eV
frontier orbital gap = 0.33152 Eh

The geometry in XYZ format:
```
30
Properties=species:S:1:pos:R:3:forces:R:3
C 3.20036 -0.47977 0.66342 -2.69 -0.84 -1.65
C 1.84635 -1.29030 0.14847 1.89 -0.49 -2.55
C 2.36642 -2.35193 -0.78836 1.36 -0.28 -3.47
C 1.05010 -2.04771 1.15224 -2.91 -0.10 2.32
C 0.07229 0.99898 -0.02838 0.39 4.01 -0.26
C -1.32986 1.32301 -0.48511 -4.10 -0.72 -1.66
C -1.66026 2.27901 -1.41540 1.52 1.17 -0.26
C -2.97813 2.78637 -1.77313 2.29 1.17 -1.02
C -4.08926 2.32680 -1.19119 -2.87 -3.91 4.69
C -3.84381 1.13584 -0.27458 3.83 1.98 -3.88
C -2.55679 0.55316 -0.23946 1.78 -0.18 4.94
H 3.78382 -0.14154 -0.21522 -0.60 -0.02 0.50
H 2.68626 0.31131 1.17979 1.05 0.88 0.48
H 3.83605 -1.14920 1.24827 -0.38 0.18 0.23
H 1.65017 -3.09188 -1.01204 -1.45 -0.98 0.10
H 3.19638 -2.95458 -0.39588 0.09 0.56 0.13
H 2.61854 -2.07464 -1.92147 -0.04 0.19 2.56
H -0.17447 -2.13452 0.60232 3.86 -0.10 2.18
H 1.45112 -3.20321 1.39384 -0.86 3.17 -0.29
H 1.90047 -0.59017 2.48485 0.61 -0.16 0.82
H 0.32166 -1.15247 3.21574 2.95 0.33 -3.33
H 0.73380 1.98551 -0.31576 -1.38 -2.30 0.28
H 0.15504 1.05831 1.07580 -0.21 -1.09 -0.62
H -0.69421 2.64824 -1.80959 -1.10 0.94 -0.49
H -2.98873 3.64021 -2.46473 -0.03 -0.46 0.24
H -5.25322 2.56913 -1.01437 3.06 0.42 -1.51
H -4.60335 0.74295 0.27205 -2.19 -1.31 1.24
H -2.23162 -0.28675 0.55522 -1.71 1.27 -1.85
N 1.01171 -0.98340 2.30266 -4.33 -2.84 1.40
S 0.52317 -0.42675 -0.95000 2.19 -0.47 0.73
```
Forces are in eV/Å.



2 unconnected molecules or ions with the total composition C10H16 at a distorted geometry. Source: the OMol25 dataset; level of theory: ωB97M-V with the def2-TZVPD basis set.

## Properties
multiplicity = 2
relative energy (zero: lowest compared OMol25 entry of this formula, charge and spin) = 1.182 eV
frontier orbital gap (spin up / spin down) = 0.10458 / 0.25267 Eh
total charge = -1

The geometry in XYZ format:
```
26
Properties=species:S:1:pos:R:3:forces:R:3
C 1.98546 -0.02980 0.36596 -2.45 -0.26 -2.71
C 2.71032 -0.71902 1.47628 0.13 -0.01 0.26
C 2.78772 0.63691 -0.76088 -0.07 1.95 1.56
H 1.16799 0.58863 0.77429 0.84 0.65 0.19
H 1.22408 -0.62464 -0.23533 1.38 -0.52 1.25
H 3.23839 0.02602 2.09527 -0.44 -0.17 0.14
H 1.91242 -1.24110 2.02693 0.71 0.01 0.31
H 3.24162 -0.04278 -1.46122 0.45 -0.36 0.02
H 3.51543 -1.40296 1.18512 -0.38 -0.22 -0.28
H 3.49697 1.30609 -0.23793 0.55 -0.42 -0.59
H 2.21169 1.37263 -1.34549 -0.24 -0.57 0.16
C -0.82377 1.75704 -1.26565 -1.05 0.51 0.54
C -2.88804 -1.62382 0.45334 0.06 -0.42 0.66
C -2.99192 -0.39631 1.15642 -0.02 1.01 -1.01
C -1.85266 -1.81297 -0.43047 -1.12 -0.18 0.35
C -2.45011 0.74730 0.46558 0.50 0.66 0.20
C -1.12953 -0.69636 -0.87152 1.87 -0.24 -0.56
C -1.49975 0.64289 -0.52570 -0.06 -1.79 0.86
H -3.58210 -2.41357 0.73781 0.31 -0.29 -0.07
H -3.73124 -0.25606 1.92076 -0.32 0.09 0.16
H -1.65213 -2.83967 -0.72932 0.20 0.14 -0.42
H -2.72053 1.75498 0.78381 -0.15 0.04 0.13
H -0.09125 -0.84550 -1.22931 -0.94 -0.03 -0.49
H -0.52392 2.56299 -0.58310 -0.33 0.17 -0.21
H -1.62535 2.05951 -1.95133 0.63 0.72 -0.29
H 0.07020 1.48958 -1.81433 -0.04 -0.48 -0.17
```
Forces are in eV/Å.



A molecular structure, H2N2P2S3 at a distorted geometry. Source: the OMol25 dataset; level of theory: ωB97M-V with the def2-TZVPD basis set.

## Properties
relative energy (zero: lowest compared OMol25 entry of this formula, charge and spin) = 2.166 eV
frontier orbital gap (spin up / spin down) = 0.20393 / 0.20384 Eh

The geometry in XYZ format:
```
9
Properties=species:S:1:pos:R:3:forces:R:3
N 0.53411 1.48889 -0.62684 0.26 1.91 2.97
N -0.22387 -0.33939 1.46082 1.73 1.38 2.53
P 0.80439 0.14282 -1.51826 0.32 -1.82 -3.54
P -0.63351 -1.26415 0.24873 -0.64 -2.11 -0.01
S -0.13842 0.41119 -3.23256 0.61 -0.15 1.39
S -1.05015 -3.03192 1.08402 0.13 1.15 -0.93
S 1.24500 1.51178 0.89776 -2.57 -2.28 -0.79
H -0.34470 1.98281 -0.69064 -0.12 0.41 -0.24
H -0.19284 -0.90203 2.37696 0.28 1.51 -1.38
```
Forces are in eV/Å.



2 unconnected molecules or ions with the total composition C3H8O2S2 at a distorted geometry. Source: the OMol25 dataset; level of theory: ωB97M-V with the def2-TZVPD basis set.

## Properties
relative energy (zero: lowest compared OMol25 entry of this formula, charge and spin) = 1.931 eV
frontier orbital gap = 0.32335 Eh
SMILES = O=CCCSS.O

The geometry in XYZ format:
```
15
Properties=species:S:1:pos:R:3:forces:R:3
O -0.88524 2.19205 1.38784 0.25 0.17 -0.02
C -0.95580 1.00112 1.27072 -0.62 -0.37 0.06
C 0.10864 0.02919 1.75909 -0.66 1.45 -1.25
C 1.26739 0.12127 0.74101 -0.10 -0.33 -0.76
S 2.78459 0.77948 1.43229 0.94 -0.36 0.07
S 4.07571 -0.93589 1.28952 -0.27 1.20 -0.23
H -1.86467 0.54861 0.83757 -0.13 -0.04 -0.23
H -0.33060 -0.95708 1.73175 0.09 -0.31 0.67
H 0.28822 0.51052 2.72244 0.72 -0.93 0.24
H 0.98096 0.68549 -0.15624 0.02 0.53 0.46
H 1.48724 -0.82353 0.23959 0.05 -0.25 0.59
H 3.04362 -1.70991 1.53295 -0.29 -0.76 0.37
O -2.95119 -0.56559 -4.91973 0.31 -0.47 -0.81
H -3.59254 -0.74327 -5.61806 0.16 -0.02 0.04
H -3.45634 -0.13246 -4.25074 -0.48 0.49 0.78
```
Forces are in eV/Å.



A gas-phase ion, C4H7N2O6 (charge -1) at a distorted geometry. Source: the OMol25 dataset; level of theory: ωB97M-V with the def2-TZVPD basis set.

## Properties
frontier orbital gap = 0.31597 Eh
SMILES = [O-][N+]1=CCC(O)(O)N(O)[C@]1([O-])O
total charge = -1

The geometry in XYZ format:
```
19
Properties=species:S:1:pos:R:3:forces:R:3
O -2.38065 -1.33208 -0.74939 -0.74 -0.27 -0.07
N -1.18929 -1.04223 -0.38558 0.13 -0.63 0.61
C -0.62715 -1.44375 0.69710 -0.13 -0.07 -0.11
C 0.66285 -0.83881 1.07744 0.17 0.70 -0.04
C 0.46715 0.70016 0.94169 0.52 -0.29 0.39
O -0.62755 1.05434 1.74014 -0.14 -0.18 0.20
O 1.61002 1.36281 1.40234 0.20 0.12 -0.16
N 0.15990 1.11276 -0.41664 -0.79 -0.50 -0.89
O 1.37108 1.40871 -1.08350 0.24 -0.13 -0.21
C -0.39612 -0.21448 -1.37212 0.74 1.71 0.79
O 0.63543 -0.78472 -1.82124 0.35 -0.40 -0.55
O -1.30985 0.33491 -2.22282 -0.40 -0.21 -0.20
H -1.19353 -2.07744 1.36367 -0.18 0.01 -0.13
H 0.94333 -1.07831 2.10080 -0.04 -0.04 0.03
H 1.46362 -1.11546 0.38671 -0.03 0.00 0.15
H -0.98122 1.86992 1.36240 0.11 -0.04 -0.17
H 2.02963 1.68486 0.57728 -0.05 -0.15 0.17
H 1.49950 0.55155 -1.61997 -0.07 0.20 0.34
H -2.13715 -0.15276 -1.97832 0.10 0.17 -0.13
```
Forces are in eV/Å.



A molecular structure, C22H19BrMnN7O4. Source: the OMol25 dataset; level of theory: ωB97M-V with the def2-TZVPD basis set.

## Properties
multiplicity = 6
relative energy (zero: lowest compared OMol25 entry of this formula, charge and spin) = 0.121 eV
frontier orbital gap (spin up / spin down) = 0.26879 / 0.28994 Eh
total charge = +1

The geometry in XYZ format:
```
54
Properties=species:S:1:pos:R:3:forces:R:3
Mn -0.01856 1.05211 0.36047 0.23 0.27 -0.58
N 0.34719 -2.14405 -2.84107 0.01 -0.03 -0.02
C 0.22145 -0.97756 -2.20966 0.01 0.19 -0.06
N 0.05889 -0.83838 -0.93320 -0.08 -0.15 0.37
C -0.00897 -1.97433 -0.12361 0.05 -0.33 -0.34
N -0.22233 -1.92953 1.14938 -0.04 0.69 0.30
N -0.28304 -0.61449 1.60586 -0.01 -0.98 0.07
C -0.62159 -0.41391 2.80871 -0.05 0.39 0.32
C -0.66530 1.00419 3.28045 0.05 -0.69 -0.21
C -1.01833 1.31420 4.57306 -0.05 0.19 0.27
C -1.03379 2.65489 4.95261 -0.04 -0.21 0.10
C -0.69521 3.61975 4.02817 0.06 0.07 -0.17
C -0.35128 3.21710 2.74045 0.00 0.02 0.06
N -0.33890 1.94230 2.37736 -0.06 -0.09 0.13
C 0.17380 -3.28673 -0.75409 -0.02 0.07 0.10
C 0.19459 -4.47692 -0.01936 -0.03 0.04 0.03
C 0.37719 -5.68206 -0.65821 0.01 -0.01 -0.08
C 0.54312 -5.72119 -2.04670 0.00 -0.09 0.07
C 0.53151 -4.56178 -2.78856 -0.02 0.07 0.01
C 0.34903 -3.34654 -2.13178 0.02 -0.07 -0.12
H 0.47707 -2.15301 -3.84011 0.00 -0.01 -0.01
H 0.25762 -0.08544 -2.82786 0.00 0.00 0.02
H -0.86967 -1.23863 3.47531 0.00 0.10 0.02
H -1.27357 0.52771 5.27098 0.00 0.03 0.00
H -1.30611 2.93150 5.96242 0.00 0.00 -0.01
H -0.69079 4.66907 4.28618 0.00 0.00 -0.02
H -0.07545 3.93021 1.97279 -0.01 0.02 0.01
H 0.06376 -4.42219 1.05204 0.01 0.00 -0.01
H 0.39494 -6.60020 -0.08746 0.00 0.01 -0.01
H 0.68581 -6.66985 -2.54710 0.00 0.01 0.02
H 0.66335 -4.58854 -3.86342 0.00 0.01 0.01
Br 3.17927 -0.97952 1.78581 -0.03 -0.01 0.00
C 3.51681 0.26846 0.39727 0.03 -0.07 0.08
C 4.79961 0.34633 -0.12040 0.01 0.02 -0.02
C 5.02274 1.26658 -1.13008 0.01 -0.01 0.00
C 3.97096 2.05311 -1.57345 0.04 0.01 0.00
C 2.72996 1.89316 -0.98634 0.00 -0.01 0.00
N 2.50228 1.00431 -0.00555 -0.20 0.12 -0.07
C 1.54853 2.73903 -1.46166 -0.06 -0.13 0.16
O 1.71177 3.47863 -2.40833 0.00 0.04 -0.03
O 0.46458 2.56156 -0.78688 -0.09 0.40 -0.34
H 5.58416 -0.28934 0.26172 -0.01 0.01 0.00
H 6.00955 1.36575 -1.56324 -0.01 0.00 0.00
H 4.07853 2.78996 -2.35572 0.00 -0.01 -0.01
N -4.93872 2.09857 -1.98573 0.08 -0.04 0.01
C -4.50447 1.50014 -0.72973 -0.05 0.05 -0.02
C -3.00096 1.28207 -0.73067 -0.11 -0.10 -0.05
O -2.39822 0.92625 0.26409 0.34 0.18 -0.07
O -2.40929 1.46643 -1.88950 -0.06 -0.02 0.01
H -5.73998 1.63063 -2.38327 0.00 0.00 0.00
H -3.12686 1.77870 -2.49558 0.02 0.03 -0.01
H -5.16175 3.07983 -1.88945 0.01 -0.01 -0.01
H -4.95330 0.51543 -0.59287 -0.01 0.00 0.03
H -4.75166 2.08625 0.15552 -0.01 0.00 0.01
```
Forces are in eV/Å.